# 1
97
Properties=species:S:1:pos:R:3 method="wB97M-V/def2-TZVPD" lumo_ev=-5.3 homo_energy_ev=-11.7 molar_mass_g_mol=1039.60 relative_energy_kj_mol=505.5 total_charge=+1 gap_ev=6.39
C -6.81278 -1.83752 -1.21409
C -6.32425 -3.30576 -1.61884
C -4.73967 -3.51348 -1.61316
F -4.40878 -4.92180 -1.61757
C -3.95158 -2.71618 -0.48750
C -2.77697 -1.71859 -0.82615
N -2.34571 -1.42635 -2.20574
C -1.68875 -2.50851 -2.56044
S -1.12410 -3.98437 -3.01671
C -2.17019 -1.11481 0.44785
N -2.54416 -1.30632 1.79391
C -1.79359 -0.58933 2.88311
C -2.23829 0.96592 2.89197
O -1.44231 1.77866 2.36845
N -3.48389 1.44799 3.46540
C -4.67510 0.67841 2.96529
C -3.74977 2.87546 3.10510
N -3.52924 -2.14042 2.10720
C -4.15533 -2.79849 1.04254
P -5.52856 -4.03112 1.58776
C -4.89153 -5.80525 1.54107
C -5.86634 -3.69084 3.44294
H -6.32753 -1.41493 -0.27507
H -6.73855 -1.15386 -2.12567
H -7.93854 -1.91574 -0.97816
H -6.77389 -4.07301 -0.90211
H -6.68659 -3.60551 -2.66623
H -4.35064 -3.11619 -2.62237
H -1.28287 -0.40194 0.28161
H -0.66710 -0.66318 2.75235
H -2.11478 -1.04006 3.87558
H -4.55073 0.33014 1.87638
H -5.59336 1.35514 2.99819
H -4.89476 -0.23610 3.61919
H -4.02610 2.93695 1.98936
H -2.91780 3.59157 3.38948
H -4.69088 3.22536 3.67026
H -4.43016 -6.12728 0.55283
H -4.17997 -6.06675 2.39599
H -5.81542 -6.47988 1.69186
H -4.86345 -3.43820 3.95493
H -6.55691 -2.80219 3.59498
H -6.22440 -4.65807 3.92108
C -0.12415 -6.08237 -7.32378
C -0.96824 -4.78937 -7.34684
C -2.34078 -4.86613 -6.67346
F -3.14926 -5.77444 -7.24480
F -2.98193 -3.67242 -6.77076
F -1.07520 -4.35848 -8.62376
F -0.24317 -3.83255 -6.68848
O -0.14985 -6.90548 -8.49740
C -1.21082 -7.82891 -8.62671
C -2.12478 -7.51607 -9.81906
F -2.66285 -6.28124 -9.72545
F -3.15709 -8.39034 -9.87204
F -1.87688 -7.91928 -7.45983
F -0.63220 -9.03473 -8.81669
H 0.91799 -5.75733 -7.25740
H -0.28768 -6.66887 -6.41588
H -2.24556 -5.10484 -5.61055
H -1.57015 -7.57257 -10.75820
C 1.69896 3.21846 2.23511
C 2.51182 2.59155 1.08185
C 3.97365 2.25550 1.38955
F 4.69842 3.33815 1.72460
F 4.57192 1.72182 0.29427
F 2.41402 3.38699 -0.00824
F 1.88323 1.42049 0.74737
O 1.55878 4.64652 2.22977
C 2.60285 5.40772 2.79835
C 3.31940 6.29030 1.76795
F 3.84417 5.55897 0.76198
F 4.34797 6.95798 2.34371
F 3.44012 4.59628 3.47126
F 2.02311 6.19635 3.73013
H 0.67438 2.85455 2.11315
H 2.00801 2.84429 3.21451
H 4.04696 1.52342 2.19839
H 2.63096 7.01740 1.33202
C 7.18484 6.30960 3.35120
C 7.81705 7.56080 2.70274
C 8.95315 7.30541 1.70905
F 10.00592 6.68206 2.26895
F 9.42325 8.48218 1.22244
F 8.20609 8.41338 3.67981
F 6.81758 8.20166 2.02526
O 7.64742 5.95257 4.66326
C 8.82373 5.17801 4.75563
C 9.97220 5.92704 5.44485
F 10.28256 7.06981 4.79838
F 11.09488 5.16935 5.46239
F 9.15431 4.70974 3.53830
F 8.49662 4.09208 5.49392
H 6.13090 6.54925 3.50304
H 7.17559 5.45040 2.67568
H 8.60638 6.70946 0.86051
H 9.70677 6.18231 6.47313


# 2
72
Properties=species:S:1:pos:R:3 method="wB97M-V/def2-TZVPD" lumo_ev="-0.4 / 0.0" homo_energy_ev="-8.4 / -8.3" multiplicity=2 molar_mass_g_mol=589.52 relative_energy_kj_mol=30.8 gap_ev="7.99 / 8.30" s_squared=1.039
Fe -0.03354 1.04638 0.07286
C -0.95062 0.47181 4.20983
C -0.98217 1.77862 4.69008
C -0.73150 2.82049 3.82279
C -0.45546 2.54583 2.48302
N -0.44469 1.28340 2.02576
C -0.68129 0.27615 2.87356
C -0.15495 3.52356 1.44292
C -0.01556 4.89046 1.67739
C 0.28080 5.73150 0.61983
C 0.43945 5.20495 -0.65695
C 0.30740 3.84077 -0.88598
C 0.00928 2.97274 0.16364
H -1.13442 -0.37521 4.85468
H -1.20212 1.97651 5.73102
H -0.74327 3.84339 4.16896
H -0.64714 -0.71947 2.44830
H -0.12916 5.30475 2.67188
H 0.38835 6.79526 0.78863
H 0.66774 5.86871 -1.48228
H 0.41886 3.45189 -1.89032
C -2.54265 -3.80921 1.01223
C -1.32591 -3.55415 0.16375
C -1.41530 -2.87492 -1.04611
C -0.29171 -2.62136 -1.81595
C 0.95753 -3.06127 -1.39573
N 2.05388 -2.78998 -2.25103
C 3.40199 -2.92155 -2.05553
O 4.17720 -3.12484 -2.96849
N 3.85761 -2.78039 -0.74827
C 3.39779 -1.87459 0.20869
C 3.98148 -1.82868 1.46744
C 3.48995 -0.92925 2.39715
C 2.41717 -0.12337 2.05419
N 1.85810 -0.15944 0.84243
C 2.35713 -0.99699 -0.06198
C 1.06753 -3.75198 -0.19361
C -0.06648 -3.98471 0.57017
H -3.45724 -3.59049 0.46272
H -2.53622 -3.18342 1.90735
H -2.58231 -4.84897 1.33965
H -2.37594 -2.51276 -1.39346
H -0.38869 -2.05044 -2.73130
H 1.82964 -2.74940 -3.23409
H 4.81631 -3.08195 -0.66288
H 4.80880 -2.48520 1.71051
H 3.93106 -0.85432 3.38120
H 2.00997 0.58494 2.76194
H 1.89640 -0.95535 -1.03688
H 2.02364 -4.12986 0.14037
H 0.03468 -4.53032 1.50179
C -4.00309 -0.34901 -1.19650
C -2.71113 0.48211 -1.22270
C -3.05609 1.96752 -1.24059
C -1.86769 0.09792 -0.02922
H -4.62945 -0.10508 -2.05724
H -4.57697 -0.14035 -0.28943
H -3.79131 -1.42009 -1.22482
H -2.17794 0.23108 -2.13968
H -3.61533 2.24426 -0.34053
H -3.67077 2.20381 -2.11080
H -2.16249 2.58741 -1.28972
H -1.43702 -0.91042 -0.08406
H -2.38242 0.28738 0.91139
C 1.86320 0.77299 -3.89283
S 0.26476 0.70901 -3.13274
O -0.39571 1.96512 -3.38253
O -0.38863 -0.47765 -3.63602
O 0.63029 0.54207 -1.67306
H 1.72819 0.63874 -4.96294
H 2.47795 -0.02618 -3.48276
H 2.31020 1.74108 -3.67909


# 3
73
Properties=species:S:1:pos:R:3 method="wB97M-V/def2-TZVPD" lumo_ev=-4.7 homo_energy_ev=-9.5 molar_mass_g_mol=578.65 total_charge=+1 gap_ev=4.83
O 1.66956 5.07827 0.93499
C 2.20572 4.05869 0.55242
C 1.55374 2.69816 0.94185
S 0.99656 1.81887 -0.56576
C -0.66057 2.35190 -0.86161
C -1.59323 2.50428 0.15795
C -2.83144 2.96060 -0.21615
N -3.25352 3.23840 -1.43675
C -2.35797 3.08589 -2.40296
C -1.07917 2.66533 -2.12627
P 1.04198 -0.27477 -0.04557
O -0.19578 -0.79435 0.48552
O 2.17189 -0.47074 1.07625
O 1.57090 -1.05615 -1.33179
C 3.45187 4.07314 -0.28344
C 3.87302 5.26562 -0.81466
C 5.01885 5.24668 -1.57022
C 5.71917 4.09418 -1.80297
C 5.28798 2.91163 -1.24844
C 4.15489 2.89924 -0.48824
H 2.28970 2.09791 1.48028
H 0.67910 2.89172 1.56016
H -1.35810 2.27400 1.18849
H -3.55030 3.10947 0.58748
H -2.65561 3.30446 -3.42171
H -0.37157 2.57785 -2.94870
H 3.05524 -0.49670 0.67231
H 2.22392 -0.49531 -1.78766
H 3.34815 6.19865 -0.66162
H 5.36308 6.18696 -1.98656
H 6.59922 4.15888 -2.43009
H 5.86998 2.02176 -1.46233
H 3.79822 1.98272 -0.02988
N 0.36823 -2.64203 3.34598
C 0.56249 -2.35767 4.67179
C -0.29808 -3.13317 5.39969
C -1.03805 -3.92199 4.47802
C -0.60338 -3.59828 3.22095
H 0.86125 -2.21478 2.58584
H 1.29377 -1.62851 4.97854
H -0.38772 -3.13690 6.47311
H -1.80190 -4.64414 4.71272
H -0.90080 -3.96270 2.25232
N 3.02216 0.39833 6.97709
C 2.29412 1.38829 6.37167
C 1.90199 2.27446 7.33840
C 2.41681 1.80450 8.57562
C 3.10387 0.64887 8.31973
H 3.43225 -0.38836 6.50950
H 2.11868 1.37410 5.30886
H 1.31245 3.16194 7.17825
H 2.29629 2.26355 9.54235
H 3.64136 -0.01545 8.97451
N -1.22360 -2.13441 -2.22345
C -1.86094 -3.15944 -2.86395
C -2.66581 -2.61869 -3.83108
C -2.50467 -1.20942 -3.77604
C -1.60723 -0.94325 -2.77565
H -0.57540 -2.23934 -1.46501
H -1.68941 -4.18282 -2.57699
H -3.29845 -3.17504 -4.50126
H -2.99150 -0.47628 -4.39858
H -1.21206 -0.01020 -2.41076
N -5.06857 -3.97160 -6.46682
C -4.45591 -5.15480 -6.78453
C -5.42316 -6.11936 -6.86620
C -6.66962 -5.49398 -6.59208
C -6.41856 -4.17039 -6.35223
H -4.60102 -3.09417 -6.33918
H -3.38913 -5.20640 -6.92320
H -5.25766 -7.15822 -7.09798
H -7.63882 -5.96361 -6.57414
H -7.07977 -3.35587 -6.11010